1.
51
Properties=species:S:1:pos:R:3:forces:R:3 method="wB97M-V/def2-TZVPD" spin_multiplicity=1 de_lowest_kcal_mol=73.8 energy_ha=-1150.772774 gap_ha=0.329
C 4.100581 -2.078690 1.024525 1.840 1.523 -0.994
C 2.987732 -2.890545 1.484994 -1.829 -2.304 5.607
C 2.810709 -3.175350 2.861399 -1.545 1.334 -1.566
C 2.114211 -3.772989 0.576559 -0.645 -0.236 1.283
H 3.823075 -1.023788 0.901069 -0.366 -0.164 -0.426
H 4.392079 -2.474426 0.058891 0.269 0.267 -0.477
H 5.069989 -1.931840 1.585322 -1.281 -0.975 0.166
H 1.856599 -3.644200 3.254449 1.200 -0.052 -1.088
H 3.272080 -2.712351 3.755979 0.596 -0.030 -1.163
H 1.904026 -4.695742 1.143343 -0.647 0.688 0.198
H 2.753678 -4.226465 -0.090209 1.615 -0.561 -2.292
H 1.194734 -3.484326 0.014055 0.798 0.538 0.713
H 1.004390 -0.010571 1.779799 0.459 0.917 -1.562
H 2.353849 0.629090 1.604387 -1.620 0.150 -1.439
O 1.496934 0.508736 1.067340 1.044 -0.896 2.909
H -3.025295 -0.841118 1.478024 -0.625 1.326 -0.905
H -2.067392 -1.998860 1.100881 -1.137 0.857 1.023
O -2.620758 -1.604339 1.827784 1.634 -2.104 0.330
H -2.119276 0.048756 -3.337375 -1.060 -1.681 -0.451
H -2.189903 1.448837 -2.858084 -0.006 -0.149 0.056
O -1.579743 0.798450 -3.226507 0.920 1.572 0.017
H -2.896130 -1.704331 -1.471045 -2.460 -0.183 -1.793
H -1.457577 -1.667709 -1.443465 -0.042 -0.130 0.560
O -2.227052 -1.617574 -0.843889 2.957 -0.058 0.682
H -2.059657 0.067721 -0.692470 -0.164 0.652 0.426
H -1.330604 1.434600 -0.716302 0.248 0.504 -0.118
O -2.150228 1.019087 -0.443817 -0.605 -0.774 0.393
H -4.372830 2.012362 -2.124059 0.322 3.459 -2.242
H -3.850685 1.209323 -1.111650 -1.458 -0.529 -0.468
O -4.672938 1.265527 -1.710492 1.145 -2.931 2.637
H 2.360592 3.913978 3.358281 1.570 -2.413 -1.641
H 2.105079 3.372306 1.962817 1.545 -0.658 1.280
O 2.753672 3.179807 2.713192 -2.999 3.013 0.522
H 3.723289 -0.392400 -2.244983 -5.458 -1.728 3.016
H 5.119645 -0.162947 -2.030055 1.635 0.054 1.331
O 4.448258 -0.157399 -2.666849 3.814 1.663 -4.318
H 0.507209 1.616050 -1.225873 1.174 -1.202 0.334
H -0.194140 2.196006 -2.464208 0.177 -0.524 -0.586
O 0.013509 2.343760 -1.546259 -1.030 1.454 -0.017
H 0.520750 4.043822 -0.867023 1.359 0.391 1.268
H 1.263716 3.622138 0.386159 -0.074 -1.451 0.848
O 1.218214 4.336229 -0.208736 -1.085 1.314 -1.960
H -2.138986 -0.224997 3.873357 0.385 1.614 -0.047
H -1.803403 0.893466 2.938814 0.341 0.562 -2.740
O -1.908112 0.748927 3.838315 -0.692 -2.210 2.679
H -4.390455 -1.101129 -3.162259 -2.216 2.160 0.182
H -4.162912 -2.548176 -2.728144 -0.278 0.150 -0.339
O -3.778904 -1.782619 -3.173908 2.256 -2.254 0.175
H -3.189517 3.585870 -0.020015 1.051 -0.752 -0.953
H -2.201884 3.629157 -1.388165 1.848 -2.262 -0.931
O -2.780218 4.000877 -0.793896 -2.878 3.050 1.881


2.
10
Properties=species:S:1:pos:R:3:forces:R:3 method="wB97M-V/def2-TZVPD" spin_multiplicity=1 de_lowest_kcal_mol=26.0 total_charge=+1 energy_ha=-253.193913 gap_ha=0.383
Rb 1.340118 2.300541 -1.302811 -0.046 -0.100 0.050
O 3.156168 1.171177 2.966838 -0.070 0.282 -0.375
H 2.321664 0.989655 3.399144 -0.183 -0.031 0.268
H 3.495058 0.308577 2.727460 0.204 -0.263 0.031
O 0.485820 -2.395964 -0.897647 0.187 0.402 0.006
H 0.223368 -3.039810 -1.555534 -0.001 -0.233 -0.204
H -0.278855 -2.309054 -0.328482 -0.189 -0.078 0.204
O -3.243517 1.142295 -1.795698 0.422 0.103 0.007
H -4.047540 1.611450 -1.572832 -0.236 0.175 0.024
H -3.452285 0.221132 -1.640437 -0.087 -0.255 -0.012